C5H7FO2 | ωB97M-V/def2-TZVPD

```
! RIJCOSX wB97M-V def2-TZVPD def2/J DEFGRID3
* xyz 0 1
F -1.05 0.50 -2.20
O 1.00 -0.56 1.68
O 0.93 -0.54 -0.55
C -0.75 1.26 -1.02
C 1.88 -0.16 0.65
C -0.39 0.14 -0.09
C -0.31 -0.06 1.44
C -1.33 -0.79 0.40
H -1.58 1.83 -0.52
H -1.12 -1.91 0.13
H 0.24 2.00 -1.15
H 2.49 -1.05 0.60
H -0.71 0.52 2.29
H -2.23 -0.24 0.44
H 2.25 0.85 0.68
*
```

Properties
SMILES string: FC[C@]12C[C@H]1OCO2
Orbital gap (eV): 10.34
Energy above the lowest of the compared OMol25 structures with the same formula, charge and spin (kJ/mol): 330.1

Löwdin atomic charge list, values in e, 6 entries: F -0.052; O -0.098; O -0.090; C -0.101; C -0.073; C -0.450

C5H7FO2 | ωB97M-V/def2-TZVPD

```
! RIJCOSX wB97M-V def2-TZVPD def2/J DEFGRID3
* xyz 0 1
F 0.23 2.80 -1.77
O 0.45 -0.17 -1.05
O -1.12 0.45 1.77
C -0.41 2.11 -0.75
C -0.47 0.10 0.82
C 0.56 -2.14 0.52
C 0.39 0.96 -0.14
C -0.26 -1.06 -0.17
H 1.41 1.18 0.24
H -1.37 1.69 -1.11
H -0.07 -2.81 1.10
H 1.16 -2.80 -0.15
H 1.33 -1.67 1.17
H -1.22 -1.44 -0.53
H -0.62 2.81 0.06
*
```

Properties
SMILES string: C[C@@H]1O[C@@H](CF)C1=O
Orbital gap (eV): 10.78
Energy above the lowest of the compared OMol25 structures with the same formula, charge and spin (kJ/mol): 64.5

Löwdin atomic charge list, values in e, 6 entries: F -0.028; O -0.049; O 0.142; C -0.144; C -0.296; C -0.031

C5H7FS | ωB97M-V/def2-TZVPD

```
! RIJCOSX wB97M-V def2-TZVPD def2/J DEFGRID3
* xyz 0 1
S 0.36 1.68 0.07
F -1.02 -1.88 0.76
C 1.14 -0.86 -0.03
C -0.37 -0.80 0.24
C -0.54 -0.43 -1.24
C 0.80 0.27 -1.02
C -0.62 0.48 1.04
H 1.82 -0.63 0.83
H 1.40 -1.80 -0.55
H -0.26 0.39 2.07
H -0.45 -1.33 -1.90
H -1.39 0.17 -1.57
H -1.68 0.74 1.04
H 1.46 0.54 -1.83
*
```

Properties
Orbital gap (eV): 9.58
Energy above the lowest of the compared OMol25 structures with the same formula, charge and spin (kJ/mol): 18.6

Löwdin atomic charge list, values in e, 6 entries: S 0.869; F 0.040; C -0.119; C -0.558; C -0.128; C -0.515

Which of these has the highest energy above the lowest of the compared OMol25 structures with the same formula, charge and spin?
number 1